{"formula": "C63H161N7O21", "method": "ωB97M-V/def2-TZVPD", "gap_ha": 0.3336, "e_homo_ev": -8.5, "fmax_ev_per_a": 2.77, "de_lowest_ev": 0.000, "lumo_ha": 0.0213, "total_charge": 0, "elements": ["C", "C", "C", "O", "H", "H", "H", "H", "H", "H", "H", "H", "C", "C", "C", "O", "H", "H", "H", "H", "H", "H", "H", "H", "C", "C", "C", "O", "H", "H", "H", "H", "H", "H", "H", "H", "C", "C", "C", "O", "H", "H", "H", "H", "H", "H", "H", "H", "C", "C", "C", "O", "H", "H", "H", "H", "H", "H", "H", "H", "C", "C", "C", "O", "H", "H", "H", "H", "H", "H", "H", "H", "C", "C", "C", "O", "H", "H", "H", "H", "H", "H", "H", "H", "C", "O", "C", "C", "N", "C", "C", "O", "C", "H", "H", "H", "H", "H", "H", "H", "H", "H", "H", "H", "H", "H", "H", "H", "C", "O", "C", "C", "N", "C", "C", "O", "C", "H", "H", "H", "H", "H", "H", "H", "H", "H", "H", "H", "H", "H", "H", "H", "C", "O", "C", "C", "N", "C", "C", "O", "C", "H", "H", "H", "H", "H", "H", "H", "H", "H", "H", "H", "H", "H", "H", "H", "C", "O", "C", "C", "N", "C", "C", "O", "C", "H", "H", "H", "H", "H", "H", "H", "H", "H", "H", "H", "H", "H", "H", "H", "C", "O", "C", "C", "N", "C", "C", "O", "C", "H", "H", "H", "H", "H", "H", "H", "H", "H", "H", "H", "H", "H", "H", "H", "C", "O", "C", "C", "N", "C", "C", "O", "C", "H", "H", "H", "H", "H", "H", "H", "H", "H", "H", "H", "H", "H", "H", "H", "C", "O", "C", "C", "N", "C", "C", "O", "C", "H", "H", "H", "H", "H", "H", "H", "H", "H", "H", "H", "H", "H", "H", "H"], "positions_angstrom": [[-6.559185, -14.313551, -14.370854], [-5.476477, -15.094965, -15.219965], [-6.163791, -16.317614, -15.795516], [-4.909973, -14.315958, -16.337716], [-6.196313, -13.331172, -14.020882], [-6.780073, -15.007440, -13.536057], [-7.488436, -14.239231, -14.869929], [-4.583399, -15.387390, -14.585477], [-6.725885, -16.057537, -16.681102], [-6.879688, -16.736948, -15.059020], [-5.450126, -17.087940, -16.085913], [-5.614189, -13.799445, -16.756841], [-4.370568, -16.511689, -23.423527], [-4.140119, -18.022719, -23.246371], [-4.585937, -18.865938, -24.386230], [-2.765225, -18.362392, -22.980511], [-5.436297, -16.440067, -23.759477], [-3.662140, -16.079809, -24.155248], [-4.290083, -15.970420, -22.502224], [-4.750779, -18.298831, -22.375491], [-4.590168, -19.932217, -24.128012], [-3.992423, -18.745635, -25.309901], [-5.638981, -18.640434, -24.591144], [-2.530756, -17.606648, -22.399674], [-1.777555, -22.000048, -22.014137], [-2.505740, -22.878114, -21.002526], [-3.930089, -22.321551, -20.857432], [-2.470540, -24.150277, -21.514429], [-1.754478, -20.944941, -21.678590], [-2.347203, -21.959793, -22.976176], [-0.776310, -22.375471, -22.212122], [-2.069920, -22.795823, -19.968820], [-4.516361, -22.582311, -21.767335], [-3.791354, -21.273582, -20.859177], [-4.504461, -22.687735, -20.003602], [-3.213696, -24.649659, -21.166646], [-6.505775, -13.552090, -24.427092], [-7.367013, -13.563002, -23.208471], [-6.511922, -13.723236, -21.914272], [-8.223437, -12.391309, -23.052136], [-5.790075, -14.413818, -24.434670], [-5.980341, -12.586597, -24.474002], [-7.082899, -13.526080, -25.359401], [-7.976283, -14.520981, -23.230913], [-5.953406, -12.825909, -21.745735], [-5.858932, -14.561415, -22.001225], [-7.183592, -13.906295, -21.090872], [-8.635162, -12.201105, -23.916731], [-0.196387, -13.643827, -15.896469], [-1.531701, -13.490169, -16.528044], [-1.487597, -12.984322, -17.955989], [-2.183843, -14.733846, -16.624043], [-0.253747, -14.008887, -14.849684], [0.511186, -12.831144, -16.029260], [0.331311, -14.494866, -16.413389], [-2.142518, -12.822823, -15.902500], [-0.805283, -12.125893, -17.969156], [-2.449123, -12.627741, -18.362597], [-1.019992, -13.756032, -18.600329], [-3.148195, -14.518523, -16.517546], [0.466900, -16.941812, -21.912443], [-0.397305, -15.669327, -21.754626], [-0.569464, -14.920447, -23.063696], [-1.777276, -16.072947, -21.348816], [0.599663, -17.502265, -20.974389], [1.466065, -16.717114, -22.336117], [-0.050275, -17.616304, -22.604875], [0.064167, -15.067773, -20.974549], [-1.270534, -14.085118, -22.971463], [-0.914317, -15.595072, -23.844050], [0.388042, -14.551489, -23.423891], [-1.694548, -16.268194, -20.395744], [-3.144763, -18.035374, -17.249927], [-1.971638, -18.120468, -18.143314], [-2.281398, -18.906120, -19.409475], [-1.500855, -16.801206, -18.595220], [-2.913419, -17.493026, -16.343811], [-3.452607, -19.083510, -16.969277], [-3.960141, -17.628102, -17.810194], [-1.098090, -18.511147, -17.604630], [-2.494769, -19.964351, -19.247906], [-1.473431, -18.974551, -20.093068], [-3.113448, -18.421246, -19.940074], [-1.612817, -16.112796, -17.922913], [-14.208314, -18.675135, -29.712237], [-13.350592, -17.801808, -30.385659], [-13.861072, -16.526949, -30.683091], [-12.835619, -15.442788, -30.966064], [-12.188773, -14.875308, -29.773709], [-11.034350, -15.659071, -29.366584], [-10.416288, -15.142219, -28.110163], [-10.145421, -13.750199, -28.259143], [-9.354223, -13.155472, -27.284863], [-15.082777, -18.974547, -30.330475], [-14.618923, -18.186076, -28.842723], [-13.598019, -19.524241, -29.555324], [-14.414189, -16.139045, -29.773253], [-14.536827, -16.598314, -31.525393], [-13.493638, -14.685505, -31.376744], [-12.146384, -15.793719, -31.731886], [-11.946253, -13.892747, -29.893182], [-10.320953, -15.619434, -30.187234], [-11.365979, -16.736080, -29.232594], [-9.608945, -15.768264, -27.738399], [-11.101384, -15.321758, -27.310926], [-9.577273, -12.095989, -27.318572], [-8.310866, -13.329038, -27.497978], [-9.628643, -13.573913, -26.260685], [-5.206544, -11.305517, -17.104315], [-6.199910, -12.269629, -17.417902], [-7.121874, -11.810789, -18.418051], [-8.159431, -12.941901, -18.776511], [-9.201080, -13.099990, -17.719202], [-9.910855, -14.399701, -17.836160], [-10.937745, -14.499863, -16.745726], [-10.356147, -14.355091, -15.466902], [-9.973908, -15.586857, -14.909013], [-5.668129, -10.390659, -16.720797], [-4.559102, -11.186753, -17.954667], [-4.586138, -11.722792, -16.332347], [-6.610952, -11.481722, -19.321676], [-7.624362, -10.977864, -17.946154], [-7.637239, -13.885165, -19.037717], [-8.691142, -12.565144, -19.644195], [-8.764459, -12.981876, -16.834574], [-9.205532, -15.273399, -17.915800], [-10.354417, -14.429160, -18.820880], [-11.437751, -15.463252, -16.829715], [-11.594134, -13.660791, -16.952893], [-9.469013, -16.214556, -15.691382], [-10.887197, -16.106894, -14.549837], [-9.226275, -15.424730, -14.142719], [-12.308836, -15.044571, -23.098053], [-12.560308, -15.465248, -21.786160], [-11.746205, -16.524711, -21.424261], [-12.299916, -16.962484, -20.077262], [-11.670419, -18.192647, -19.593621], [-10.415664, -18.028376, -18.910255], [-10.093595, -19.150392, -18.021572], [-8.807981, -18.823891, -17.438772], [-8.391643, -19.953484, -16.647798], [-12.932520, -14.187859, -23.382838], [-12.462271, -15.855247, -23.831659], [-11.294251, -14.735957, -23.156020], [-10.661355, -16.181990, -21.265091], [-11.735849, -17.362393, -22.141190], [-13.372321, -17.149196, -20.223808], [-12.151754, -16.147086, -19.335218], [-12.342554, -18.652264, -18.970396], [-10.352009, -17.115975, -18.252209], [-9.640194, -17.940448, -19.673201], [-10.024654, -20.084264, -18.613985], [-10.911783, -19.248853, -17.268030], [-9.225847, -20.400979, -16.066378], [-7.642995, -19.649643, -15.876346], [-7.998939, -20.724446, -17.327394], [-10.911129, -26.372100, -22.917930], [-9.688123, -26.167118, -22.301201], [-8.700974, -27.151597, -22.678769], [-7.334695, -26.552897, -22.845726], [-7.425484, -25.573115, -23.924719], [-6.226409, -24.790846, -24.069107], [-6.303684, -23.637684, -25.019579], [-7.148116, -22.653907, -24.390214], [-7.467593, -21.510793, -25.206067], [-11.399185, -27.343899, -22.703785], [-10.806990, -26.296508, -24.025966], [-11.558005, -25.586998, -22.526738], [-8.852900, -27.593311, -23.661335], [-8.737832, -27.968354, -21.908174], [-6.600769, -27.345049, -23.113839], [-6.964373, -26.034404, -21.943570], [-8.170715, -24.948819, -23.660686], [-5.503348, -25.515670, -24.366661], [-5.929885, -24.402333, -23.103755], [-6.717864, -23.846543, -26.029329], [-5.311927, -23.232180, -25.207095], [-8.234597, -20.932075, -24.740063], [-7.883330, -21.876639, -26.154733], [-6.522443, -20.906578, -25.277484], [-14.781213, -20.586688, -25.271085], [-13.629244, -20.534247, -24.396470], [-13.481156, -19.459383, -23.497691], [-12.926823, -19.837418, -22.137139], [-11.572919, -20.258267, -22.103464], [-11.337281, -21.662438, -22.267848], [-9.879116, -22.021229, -22.170843], [-9.331663, -21.753263, -20.911720], [-8.042419, -22.358170, -20.801626], [-14.669953, -19.845545, -26.069447], [-15.729502, -20.539867, -24.787760], [-14.838227, -21.538247, -25.745422], [-14.488327, -18.996877, -23.328930], [-12.962558, -18.576586, -23.857313], [-13.602854, -20.630593, -21.656388], [-13.026918, -19.033771, -21.417116], [-11.152261, -19.917173, -21.235272], [-11.567507, -21.887723, -23.287558], [-11.908976, -22.283981, -21.543864], [-9.233087, -21.543012, -22.927596], [-9.936852, -23.139602, -22.340270], [-7.719402, -22.199167, -19.777286], [-7.297275, -21.901492, -21.480630], [-8.164881, -23.414483, -21.000110], [-6.203078, -16.332644, -27.201265], [-7.037120, -16.588304, -28.306374], [-6.636952, -17.759396, -28.942822], [-6.981925, -19.038600, -28.167314], [-8.336817, -19.094821, -27.643150], [-9.421486, -19.288122, -28.626882], [-10.758756, -19.276086, -27.936376], [-10.922050, -18.054658, -27.270148], [-12.101031, -17.920154, -26.564083], [-6.271027, -17.072798, -26.383945], [-6.441679, -15.369981, -26.777905], [-5.173339, -16.376525, -27.556658], [-5.538347, -17.803270, -29.166134], [-7.154781, -17.749296, -29.914426], [-6.292548, -19.185272, -27.295439], [-6.809343, -19.847867, -28.857008], [-8.518056, -18.234522, -27.144692], [-9.273697, -20.238271, -29.159187], [-9.342686, -18.509544, -29.411220], [-10.787424, -20.062999, -27.199489], [-11.537154, -19.422161, -28.670245], [-12.262614, -16.924837, -26.204178], [-12.154554, -18.632644, -25.687944], [-12.958445, -18.074666, -27.219281], [-4.568885, -15.479179, -19.513867], [-5.209835, -16.606110, -20.122264], [-6.308774, -17.184020, -19.395367], [-6.919432, -18.245966, -20.324740], [-7.566764, -17.593964, -21.458377], [-7.844226, -18.687984, -22.419607], [-8.840725, -18.288353, -23.500601], [-8.151642, -17.274801, -24.269191], [-8.990299, -16.362272, -24.945698], [-5.242565, -14.564698, -19.342067], [-3.752812, -15.178987, -20.223073], [-4.091168, -15.750527, -18.548349], [-7.027115, -16.421518, -19.152242], [-6.073927, -17.511312, -18.369652], [-7.578143, -18.979191, -19.886510], [-6.035103, -18.834165, -20.608610], [-6.912217, -16.970320, -21.939351], [-8.271724, -19.539307, -21.899441], [-6.952444, -19.073005, -22.985345], [-9.801408, -17.915516, -23.127175], [-9.100047, -19.126455, -24.137006], [-8.344157, -15.648066, -25.412445], [-9.623947, -15.839051, -24.224070], [-9.604292, -16.832007, -25.681762]], "atomic_forces_ev_per_a": [[2.27, -0.94, 0.51], [-0.10, 0.83, -0.12], [-0.05, -0.64, 0.64], [-0.09, -0.81, 1.57], [-0.25, -0.51, -0.06], [0.27, 0.66, 0.02], [-0.85, 0.41, -0.99], [-1.08, 0.46, -0.63], [-0.27, 0.24, -0.24], [0.43, 0.03, -0.38], [-0.01, -0.03, 0.05], [-0.09, 0.19, -0.18], [-0.56, -0.86, -1.18], [0.49, 0.06, 0.60], [-0.79, -0.55, -0.96], [-0.67, 1.32, 0.53], [0.79, 0.27, 0.00], [-0.48, -0.15, 0.12], [0.25, 0.13, 0.60], [0.07, -0.11, 0.08], [0.32, 0.14, 0.10], [-0.15, 0.15, 0.41], [0.11, 0.12, -0.29], [0.77, -0.55, -0.02], [-0.40, 0.78, -0.21], [-0.55, 2.01, 0.67], [-0.25, -1.36, -1.08], [-0.01, -1.81, -0.24], [0.29, -0.53, -0.05], [0.38, -0.31, 0.69], [0.07, 0.08, 0.00], [0.22, -0.23, -0.81], [0.34, 0.20, 0.37], [-0.45, 1.28, 0.39], [0.25, 0.12, 0.16], [0.03, -0.15, 0.04], [0.65, 0.68, -0.83], [-0.59, -1.46, 1.51], [-1.50, 0.59, -1.12], [0.56, -0.82, -0.73], [-0.65, 0.86, -0.05], [0.39, -0.33, 0.22], [-0.14, -0.43, 0.10], [0.17, 1.12, -0.07], [0.48, 0.59, 0.21], [0.49, -0.59, -0.14], [-0.13, 0.03, 0.33], [0.27, -0.19, 0.56], [1.61, -2.26, -0.02], [-0.94, 0.72, -0.73], [1.15, 1.02, -0.27], [-1.22, -0.67, 1.00], [-0.07, 0.64, -0.47], [-0.36, 0.47, 0.30], [-0.49, 0.56, 0.24], [0.01, 0.06, -0.12], [-0.09, 0.12, -0.29], [0.26, -0.52, 0.24], [-0.48, 0.33, 0.24], [0.56, -0.60, -0.30], [-0.14, 0.03, -0.33], [-0.98, -1.35, -0.19], [0.29, 0.03, 0.08], [1.70, 0.58, 0.02], [-0.08, 0.43, -0.14], [-0.47, 0.01, 0.26], [0.12, 0.07, -0.01], [-0.28, 0.38, 0.11], [0.12, -0.16, 0.06], [-0.29, -0.17, 0.04], [0.16, 0.22, 0.10], [-0.26, -0.25, 0.05], [-0.44, -1.58, 0.66], [1.78, 0.59, -0.91], [-0.57, -0.07, 0.22], [-0.40, -0.49, -0.32], [-0.18, 0.33, 0.21], [0.31, 0.94, -0.13], [-0.60, 0.47, -0.05], [-0.26, -0.43, -0.09], [-0.44, 0.10, 0.51], [1.06, 0.49, -0.61], [0.04, -0.22, 0.15], [-0.26, -0.09, 0.36], [-0.98, 0.78, -1.40], [1.05, 0.35, -0.38], [-0.57, 0.43, 1.83], [-0.32, 0.12, 0.62], [-0.75, -0.37, -0.15], [-0.36, -0.96, -0.55], [0.02, 0.05, 0.38], [-0.44, -0.74, -0.75], [-0.76, -0.73, 1.22], [0.35, 0.10, 0.07], [0.01, -0.12, 0.78], [0.23, -1.04, 0.77], [0.15, -0.41, -0.86], [-0.39, -0.02, -0.35], [0.24, 0.48, -0.35], [0.35, 0.07, -0.23], [0.02, -0.45, -0.09], [0.61, -0.30, -0.13], [0.51, 1.35, -0.07], [0.98, 0.24, -0.74], [-1.16, 0.48, 0.80], [0.12, 0.25, 0.16], [0.61, -0.07, 0.16], [0.45, 0.57, -0.89], [-0.49, -0.47, 0.23], [-0.20, -0.21, -0.38], [-0.74, -1.45, 0.49], [0.05, 1.16, 1.01], [0.44, -0.64, -1.56], [1.96, 0.30, -0.25], [0.41, -0.04, -0.51], [0.03, 0.52, 0.13], [-0.08, -0.86, -1.11], [0.16, 0.15, -0.35], [0.19, 0.67, -0.57], [0.13, -0.27, 0.51], [0.21, -0.04, -0.07], [-0.53, 0.46, -0.28], [-0.13, 0.35, 0.23], [0.09, -0.18, -0.49], [0.20, -0.28, 0.98], [-0.23, 0.48, 0.63], [-0.65, 0.19, -0.31], [-0.46, -0.04, 0.07], [-0.47, -0.01, 0.53], [-0.42, 0.20, 0.57], [0.65, 0.01, 0.10], [-0.25, 0.11, 0.39], [-0.58, 0.00, -0.48], [-0.79, 0.48, -0.64], [1.59, 0.05, 1.36], [0.38, -0.30, 0.23], [-1.21, -0.47, 0.43], [0.40, 1.81, -0.43], [0.62, -0.72, 0.24], [-1.07, -1.27, 0.83], [0.13, 0.23, 0.41], [-0.06, -0.31, 0.37], [-0.05, 0.09, 0.19], [1.19, 0.41, -0.30], [-1.10, -0.40, -0.48], [-0.14, 0.24, 0.05], [0.21, 0.11, 0.21], [-0.30, -0.17, -0.42], [0.35, 0.18, -0.23], [-0.26, -0.36, -0.66], [0.22, 0.21, 0.08], [0.02, 0.12, 0.38], [0.70, -0.14, -0.05], [0.19, 0.32, -0.43], [-0.33, -0.03, -0.95], [0.11, 0.08, 0.33], [-0.87, -0.01, -0.83], [1.63, -0.69, -0.20], [-0.20, -0.77, 1.09], [0.63, 0.77, 0.07], [-0.73, -0.06, -0.25], [-0.19, -0.52, 0.03], [-1.03, 1.04, -0.51], [-0.20, 0.04, -0.01], [1.63, -1.14, -0.06], [0.41, 0.20, 0.13], [-0.22, 0.08, 0.57], [-0.18, 0.00, -0.28], [-0.88, -0.02, -0.14], [0.22, 0.59, -0.64], [-0.47, 0.37, 0.17], [-0.09, -0.37, 0.20], [-0.40, 0.25, -0.04], [1.12, -0.20, -0.44], [0.42, 0.40, 0.51], [0.03, -0.41, 0.54], [0.34, 0.19, 0.19], [-0.36, 0.27, 0.55], [0.43, 0.41, -0.14], [-0.99, -0.27, -0.53], [1.55, 0.84, 0.12], [-0.11, -0.71, -0.46], [-2.33, 1.07, 0.70], [-1.61, -1.53, 0.77], [1.21, 0.75, 0.54], [0.60, 0.51, 0.35], [-0.22, -1.35, -0.34], [0.39, 0.09, 0.46], [-0.36, 0.74, 0.13], [-0.28, 0.16, 0.17], [-0.67, 0.74, 0.90], [0.68, -0.94, -0.31], [0.29, -0.52, 0.18], [0.82, -0.19, -0.69], [0.49, 0.56, -0.77], [-0.10, 0.55, -0.39], [-0.12, -0.14, -0.29], [-0.71, -0.61, -0.60], [0.05, 0.11, -0.40], [-0.46, -0.22, -0.08], [0.74, 0.80, 0.00], [0.10, -0.07, 0.12], [-0.37, -0.23, 0.04], [0.32, -0.45, -0.11], [0.41, -0.45, 0.38], [0.01, 0.28, 0.50], [0.15, -0.85, -0.97], [0.15, 0.39, 0.79], [-0.42, -0.55, -0.11], [1.29, 0.59, -0.23], [0.39, 0.04, -0.02], [0.93, 0.97, -0.15], [-1.05, -1.41, 0.78], [-0.30, 0.07, -0.28], [-0.03, 0.38, -0.08], [0.32, 0.35, 0.17], [-0.58, 0.37, 0.20], [0.10, -0.11, 0.25], [-0.39, 0.17, -0.74], [0.04, -0.61, -0.18], [-0.09, 0.11, 0.14], [-0.08, 0.02, 0.32], [-0.50, -0.09, 0.17], [-0.08, -0.64, 0.30], [-0.50, -0.07, -0.30], [0.55, 0.76, 0.31], [0.04, 0.54, -0.91], [-0.24, -0.41, -0.11], [0.22, 0.68, -0.12], [-0.24, 0.12, 0.65], [-0.23, 0.05, 0.10], [1.71, 1.08, 0.38], [0.07, -1.36, -0.90], [-0.61, 0.09, -1.02], [0.62, 0.93, -0.13], [-0.22, -0.35, 0.16], [0.20, -0.17, 1.09], [0.53, -1.36, -0.27], [-0.76, -0.24, 0.63], [-0.41, 0.23, -0.51], [-0.74, 0.78, -0.37], [0.63, -0.61, -0.51], [-0.49, 0.23, 0.57], [0.05, -0.17, -0.40], [-0.13, -0.06, 0.49], [-0.07, -0.15, 0.35], [-0.36, 0.37, 0.73], [0.26, 0.21, 0.29], [0.08, -0.33, -0.28], [0.34, 0.48, -0.38], [-0.15, 0.08, -0.01], [-0.52, -0.48, -0.63]]}